C20H24F5GeN2OSV as an isolated structure in a non-equilibrium geometry. Source: OMol25; level of theory: the ωB97M-V functional and the def2-TZVPD basis.

Element x y z (Å)
V  16.0213  6.5543  9.1649
F  21.9232  6.7137  11.7875
C  20.5942  6.8499  11.7378
C  19.8574  6.2287  10.7602
F  20.4834  5.4269  9.9274
C  18.5022  6.2897  10.8264
F  17.7892  5.5149  9.9577
C  17.7742  7.2031  11.6065
S  16.0282  7.5511  11.3377
C  18.5976  7.8714  12.5138
F  18.1314  8.6934  13.4127
C  19.9728  7.6483  12.6124
F  20.6179  8.2852  13.5834
C  11.5949  4.8746  12.5960
C  11.3297  6.3540  12.6952
N  10.2376  6.8612  11.8832
C  8.8376  6.7764  12.2767
C  7.9321  6.0121  11.3327
C  10.4471  7.5114  10.7305
O  9.6563  8.2864  10.2152
C  11.5695  7.0408  9.6772
C  11.1028  7.1246  8.3945
C  11.9468  6.7382  7.3382
C  13.2392  6.3740  7.6359
N  13.6957  6.3825  8.9030
C  12.8828  6.7304  9.9131
H  12.3364  4.5794  13.3124
H  11.8886  4.5878  11.6111
H  10.7466  4.2212  12.8595
H  12.2751  6.8329  12.4129
H  10.9664  6.5788  13.6799
H  8.4576  7.6659  12.5052
H  8.8444  6.2584  13.2628
H  7.7802  6.4849  10.3613
H  6.9138  6.1095  11.8706
H  8.2245  5.0111  11.3516
H  10.1251  7.4833  8.0848
H  11.6540  6.7588  6.2834
H  13.9432  6.0689  6.8847
H  13.4141  6.7858  10.9209
C  15.8557  4.3335  7.0677
Ge  16.6022  5.9780  6.1852
C  15.7714  6.2292  4.4404
C  18.4382  5.6249  5.5612
C  16.6271  7.4015  7.6434
H  15.5609  3.6250  6.3136
H  15.1160  4.4660  7.8197
H  16.7430  3.9307  7.5863
H  15.8898  5.1966  3.9152
H  16.3353  6.9745  3.9408
H  14.7420  6.4522  4.5076
H  18.4772  4.8035  4.5128
H  19.0530  5.3511  6.3349
H  18.7169  6.6944  5.2391
H  17.0977  8.4010  7.3346

Lowest unoccupied orbital energy (spin up / spin down): -0.04 / -0.05 eV
HOMO-LUMO gap (spin up / spin down): 7.60 / 7.78 eV
Multiplicity: 3
Energy: -4879.50609 hartree
Total charge: 0
<S²>: 2.26
Relative energy (zero: lowest compared OMol25 entry of this formula, charge and spin): 237.0 kJ/mol

These are the natural (NBO) partial charges, in e, on atoms 1 to 2:
1. V 0.965
2. F -0.284

---

C20H24FNOP2Tb as an isolated structure in a non-equilibrium geometry. Source: OMol25; level of theory: the ωB97M-V functional and the def2-TZVPD basis.

Element x y z (Å)
C  -1.5157  3.4174  -1.5103
C  -1.3207  2.0830  -1.1967
C  -0.0007  1.5176  -1.2234
C  1.0657  2.3094  -1.6891
C  0.8059  3.6645  -2.0659
C  -0.4474  4.1978  -1.9744
C  2.3267  1.6953  -1.6894
C  2.4661  0.3057  -1.6507
C  1.3556  -0.4415  -1.1893
C  1.4587  -1.8743  -1.1130
C  2.6812  -2.4830  -1.3431
C  3.7894  -1.7434  -1.7903
C  3.6789  -0.3811  -1.9606
H  -2.5193  3.8215  -1.5048
H  1.6432  4.2332  -2.4720
H  -0.6441  5.2355  -2.2397
H  3.1569  2.2763  -2.0155
H  2.7232  -3.5729  -1.2914
H  4.7098  -2.2864  -1.9617
H  4.5167  0.1688  -2.3555
N  0.2313  0.2344  -0.7519
Tb  0.0870  0.2849  1.7415
C  -2.5539  1.2819  -0.7441
H  -2.5539  0.2681  -1.1921
H  -3.5228  1.7668  -1.0065
C  0.2504  -2.7235  -0.6600
H  -0.6719  -2.4073  -1.1994
H  0.3987  -3.8022  -0.9121
P  -2.4277  1.1268  1.1034
P  0.0301  -2.4613  1.1554
C  1.4065  -3.5275  1.7571
H  1.3641  -3.5279  2.8561
H  1.3643  -4.5624  1.3693
H  2.3792  -3.0823  1.4964
C  -1.4856  -3.4389  1.4637
H  -1.3828  -4.5180  1.2417
H  -1.7464  -3.2861  2.5243
H  -2.3144  -3.0121  0.8733
C  -2.5519  2.8444  1.6948
H  -3.4875  3.3233  1.3833
H  -2.4920  2.7942  2.7880
H  -1.7044  3.4528  1.3528
C  -3.9010  0.2173  1.5361
H  -3.8208  0.0106  2.6133
H  -4.8026  0.8010  1.2947
H  -3.8909  -0.7445  1.0023
C  2.4937  -0.1588  2.1344
O  3.5594  -0.3922  2.5562
H  1.9557  1.0353  1.0724
F  -0.1397  0.0596  3.6926

Lowest unoccupied orbital energy (spin up / spin down): -4.18 / -4.19 eV
HOMO-LUMO gap (spin up / spin down): 6.65 / 6.66 eV
Multiplicity: 7
Energy: -2513.30015 hartree
Total charge: +1
<S²>: 12.08
Relative energy (zero: lowest compared OMol25 entry of this formula, charge and spin): 193.3 kJ/mol

These are the Mulliken partial charges, in e, on atoms 1 to 2:
1. C -0.473
2. C -0.176

---

One molecule with the formula C20H24N2O2. Source: OMol25; level of theory: the ωB97M-V functional and the def2-TZVPD basis.

Element x y z (Å)
C  -1.8304  0.4864  -0.6839
H  -1.3673  0.9672  -1.5424
H  -2.1106  -0.5276  -0.9663
H  -2.7288  1.0375  -0.4260
C  -0.8589  0.4644  0.4907
N  0.3852  -0.1460  0.0592
C  1.5855  0.4425  0.2037
O  1.7598  1.4852  0.7986
C  2.7715  -0.3048  -0.4309
N  2.4767  -1.5109  -1.1537
C  1.7219  -1.4869  -2.3196
C  1.3570  -0.2985  -2.9561
C  0.5945  -0.3109  -4.1087
C  0.1661  -1.5079  -4.6544
C  0.5319  -2.6977  -4.0512
C  1.3076  -2.6978  -2.9036
O  1.6292  -3.9224  -2.3627
C  2.7017  -3.8836  -1.4565
C  2.5057  -2.7622  -0.4368
H  3.3384  -2.7530  0.2700
H  1.5750  -2.9480  0.1232
H  2.7276  -4.8613  -0.9714
H  3.6451  -3.7186  -1.9952
H  0.2271  -3.6500  -4.4551
H  -0.4405  -1.5193  -5.5461
H  0.3273  0.6255  -4.5746
H  1.6596  0.6480  -2.5384
H  3.2864  0.4068  -1.0849
H  3.4664  -0.5466  0.3780
H  0.2992  -0.9771  -0.5044
C  -1.4061  -0.2981  1.7039
H  -1.7210  -1.2979  1.3930
C  -2.5796  0.4146  2.3867
C  -2.2062  1.8039  2.8242
C  -2.7288  2.9208  2.1866
C  -2.3594  4.1962  2.5766
C  -1.4580  4.3711  3.6114
C  -0.9339  3.2644  4.2574
C  -1.3074  1.9919  3.8672
H  -0.8976  1.1327  4.3787
H  -0.2311  3.3941  5.0674
H  -1.1654  5.3656  3.9140
H  -2.7750  5.0546  2.0690
H  -3.4348  2.7938  1.3774
H  -3.4324  0.4554  1.7079
H  -2.8756  -0.1743  3.2589
H  -0.5911  -0.4067  2.4226
H  -0.6063  1.4854  0.7967

Lowest unoccupied orbital energy: 0.71 eV
HOMO-LUMO gap: 8.50 eV
Energy: -1036.53066 hartree
Total charge: 0
SMILES: C[C@@H](CCc1ccccc1)NC(=O)CN1CCOc2ccccc21
Relative energy (zero: lowest compared OMol25 entry of this formula, charge and spin): 123.5 kJ/mol

These are the natural (NBO) partial charges, in e, on atoms 1 to 2:
1. C -0.616
2. H 0.223